Record 1
{
  "formula": "C46H49CsGe3N3O2",
  "method": "ωB97M-V with the def2-TZVPD basis set",
  "symbols": ["Cs", "O", "C", "N", "C", "O", "C", "C", "C", "C", "C", "N", "C", "C", "C", "C", "C", "N", "H", "H", "H", "H", "H", "H", "H", "H", "C", "C", "Ge", "C", "C", "C", "C", "Ge", "C", "C", "C", "C", "C", "C", "C", "C", "C", "C", "H", "H", "H", "H", "H", "H", "H", "H", "H", "H", "H", "H", "H", "H", "H", "H", "H", "H", "H", "H", "H", "H", "H", "H", "H", "H", "C", "C", "C", "C", "C", "C", "Ge", "C", "C", "C", "C", "C", "C", "C", "C", "C", "C", "C", "C", "H", "H", "H", "H", "H", "H", "H", "H", "H", "H", "H", "H", "H", "H", "H"],
  "coordinates": [[0.431, 0.279, 0.012], [-1.347, 4.675, 1.327], [-0.933, 3.676, 0.755], [-0.108, 2.720, 1.263], [0.711, 3.134, 2.258], [1.178, 4.251, 2.444], [1.171, 2.055, 3.232], [1.511, 2.463, 4.523], [1.940, 1.520, 5.432], [2.040, 0.199, 5.028], [1.701, -0.109, 3.724], [1.277, 0.788, 2.848], [-1.485, 3.445, -0.646], [-2.191, 4.488, -1.244], [-2.721, 4.304, -2.502], [-2.547, 3.082, -3.133], [-1.830, 2.105, -2.464], [-1.310, 2.282, -1.256], [1.433, 3.510, 4.773], [2.200, 1.807, 6.442], [2.380, -0.575, 5.702], [1.781, -1.127, 3.360], [-2.308, 5.411, -0.696], [-3.271, 5.100, -2.988], [-2.954, 2.894, -4.116], [-1.667, 1.130, -2.914], [-2.747, -3.056, -3.362], [-2.077, -2.036, -2.448], [-1.727, -2.755, -0.619], [-2.647, -1.589, 0.706], [-4.157, -1.819, 0.715], [-2.148, -4.663, -0.406], [-1.005, -5.282, -0.052], [0.419, -3.890, -0.232], [1.509, -4.137, -1.872], [2.363, -5.400, -1.884], [1.573, -3.610, 1.364], [0.788, -3.754, 2.662], [-0.850, -6.692, 0.336], [-1.924, -7.584, 0.376], [-1.741, -8.900, 0.763], [-0.481, -9.356, 1.124], [0.595, -8.481, 1.097], [0.407, -7.166, 0.707], [-2.892, -2.657, -4.368], [-3.724, -3.349, -2.974], [-2.145, -3.962, -3.443], [-2.696, -1.139, -2.355], [-1.121, -1.725, -2.879], [-2.445, -0.547, 0.444], [-2.231, -1.766, 1.699], [-4.585, -1.684, -0.280], [-4.654, -1.119, 1.387], [-4.395, -2.831, 1.045], [-3.100, -5.179, -0.479], [2.155, -3.262, -1.981], [0.816, -4.133, -2.718], [3.060, -5.409, -1.044], [2.956, -5.458, -2.799], [1.747, -6.297, -1.822], [2.024, -2.615, 1.293], [2.400, -4.325, 1.334], [-0.032, -3.033, 2.709], [1.423, -3.591, 3.534], [0.352, -4.751, 2.746], [-2.914, -7.245, 0.104], [-2.588, -9.574, 0.785], [-0.341, -10.385, 1.428], [1.581, -8.824, 1.381], [1.250, -6.484, 0.691], [5.547, -3.429, -3.318], [6.070, -3.512, -2.037], [5.672, -2.609, -1.064], [4.737, -1.615, -1.354], [4.221, -1.543, -2.648], [4.627, -2.438, -3.624], [4.078, -0.400, 0.029], [3.916, 1.460, -0.533], [4.431, 1.921, -1.745], [4.202, 3.228, -2.149], [3.456, 4.086, -1.353], [2.943, 3.642, -0.143], [3.179, 2.338, 0.257], [4.806, -0.653, 1.813], [4.761, -1.910, 2.417], [5.148, -2.073, 3.736], [5.568, -0.978, 4.475], [5.600, 0.279, 3.891], [5.219, 0.442, 2.570], [5.860, -4.132, -4.079], [6.795, -4.279, -1.798], [6.098, -2.675, -0.068], [3.485, -0.783, -2.893], [4.217, -2.367, -4.623], [5.015, 1.257, -2.375], [4.609, 3.580, -3.089], [3.275, 5.103, -1.677], [2.356, 4.292, 0.497], [2.785, 1.990, 1.197], [4.402, -2.766, 1.855], [5.113, -3.054, 4.192], [5.861, -1.105, 5.509], [5.917, 1.137, 4.469], [5.239, 1.430, 2.122]],
  "forces_ev_per_a": [[0.109, -0.612, -0.292], [0.046, -0.024, -0.057], [-0.216, 0.204, 0.139], [-0.121, 0.505, 0.073], [0.084, -0.165, 0.205], [0.014, 0.024, 0.007], [0.091, 0.352, 0.342], [-0.085, 0.137, -0.210], [0.052, -0.050, 0.138], [0.011, -0.154, -0.017], [0.226, -0.296, 0.288], [-0.317, 0.117, -0.417], [-0.143, 0.322, 0.055], [0.073, 0.000, 0.158], [-0.056, 0.057, -0.066], [0.048, -0.114, -0.051], [-0.186, 0.001, -0.298], [0.181, -0.257, 0.125], [-0.007, 0.016, -0.029], [-0.001, 0.015, 0.022], [0.004, -0.020, -0.004], [0.046, -0.095, 0.014], [0.014, 0.000, 0.034], [-0.006, 0.007, -0.010], [0.012, -0.044, -0.022], [-0.023, 0.014, -0.063], [0.013, -0.036, 0.023], [0.080, 0.000, 0.240], [-0.057, 0.077, -0.112], [0.191, -0.124, -0.177], [0.035, -0.067, -0.043], [0.054, 0.156, 0.091], [0.153, 0.275, -0.083], [0.063, 0.015, 0.001], [-0.153, 0.165, 0.185], [0.016, -0.021, 0.028], [-0.215, -0.015, -0.258], [-0.048, -0.003, 0.002], [0.007, -0.178, 0.057], [0.028, 0.004, -0.008], [-0.045, 0.003, -0.013], [0.041, -0.009, 0.012], [0.037, -0.119, 0.036], [-0.013, 0.092, -0.019], [-0.015, -0.013, -0.023], [-0.019, -0.027, -0.021], [-0.020, -0.034, -0.024], [0.015, 0.007, 0.023], [-0.030, 0.034, 0.032], [0.013, -0.002, 0.029], [0.039, 0.023, 0.009], [-0.035, 0.006, -0.009], [-0.036, -0.004, 0.006], [-0.033, -0.009, -0.006], [-0.102, -0.030, 0.005], [-0.065, 0.036, 0.017], [0.006, 0.009, 0.002], [0.036, -0.041, 0.007], [0.019, -0.025, 0.013], [0.006, -0.054, 0.001], [0.013, 0.000, -0.064], [0.014, -0.012, -0.068], [-0.015, -0.001, 0.030], [0.013, 0.001, 0.067], [-0.027, -0.006, 0.030], [-0.039, 0.014, -0.017], [-0.006, -0.012, 0.001], [0.008, 0.002, 0.001], [0.017, -0.009, 0.004], [0.030, -0.005, -0.005], [0.020, -0.019, -0.054], [0.061, -0.078, -0.021], [-0.025, 0.031, 0.194], [0.078, 0.223, 0.274], [-0.132, 0.123, 0.026], [-0.045, -0.026, -0.099], [0.024, -0.112, -0.138], [0.173, -0.272, -0.065], [0.050, -0.127, -0.153], [0.054, -0.015, -0.064], [-0.022, 0.044, -0.007], [-0.043, 0.162, 0.041], [0.088, -0.008, -0.037], [-0.179, 0.068, -0.202], [-0.014, -0.073, -0.079], [-0.008, -0.108, 0.026], [0.025, 0.013, 0.098], [0.032, 0.074, 0.081], [0.015, 0.085, -0.096], [0.002, -0.012, -0.009], [0.011, -0.007, 0.013], [-0.010, -0.009, -0.048], [0.043, -0.024, -0.020], [-0.002, 0.004, -0.016], [-0.029, 0.057, 0.020], [0.009, -0.013, -0.003], [-0.006, 0.002, 0.005], [0.037, 0.018, -0.044], [-0.100, 0.008, 0.235], [0.041, -0.015, 0.017], [0.001, -0.024, 0.009], [0.013, 0.010, 0.011], [0.008, 0.022, 0.010], [0.006, -0.004, 0.030]],
  "s2": 0.7571,
  "fmax_ev_per_a": 0.69,
  "total_charge": 0,
  "e_lumo_ev": [0.073, -1.066],
  "orbital_gap_ev": [7.078, 7.087],
  "total_energy_ha": -8347.8823,
  "spin_multiplicity": 2,
  "homo_energy_ev": [-7.0, -8.2]
}

Record 2
{
  "formula": "C46H50CdF11N3O3PS",
  "method": "ωB97M-V with the def2-TZVPD basis set",
  "symbols": ["Cd", "O", "C", "O", "C", "C", "C", "C", "C", "N", "H", "H", "H", "H", "C", "C", "C", "C", "C", "C", "C", "C", "C", "C", "C", "C", "N", "C", "C", "N", "C", "C", "C", "C", "C", "C", "C", "C", "C", "C", "C", "C", "C", "C", "C", "C", "C", "C", "C", "C", "C", "C", "H", "H", "H", "H", "H", "H", "H", "H", "H", "H", "H", "H", "H", "H", "H", "H", "H", "H", "H", "H", "H", "H", "H", "H", "H", "H", "H", "H", "H", "H", "H", "H", "H", "H", "H", "H", "H", "H", "H", "H", "C", "S", "C", "O", "H", "H", "H", "H", "H", "H", "F", "C", "F", "C", "F", "F", "F", "F", "P", "F", "F", "F", "F", "F"],
  "coordinates": [[1.160, 1.327, 1.030], [4.872, 2.997, -0.290], [3.728, 2.610, -0.034], [3.367, 1.538, 0.522], [2.590, 3.542, -0.502], [2.896, 4.712, -1.181], [1.866, 5.523, -1.619], [0.556, 5.149, -1.360], [0.332, 3.970, -0.677], [1.325, 3.181, -0.272], [3.939, 4.945, -1.336], [2.074, 6.447, -2.147], [-0.281, 5.768, -1.653], [-0.670, 3.652, -0.425], [-4.088, 1.513, -0.705], [-3.069, 2.010, 0.330], [-3.410, 3.457, 0.694], [-3.086, 1.069, 1.523], [-4.172, 1.144, 2.387], [-4.360, 0.217, 3.394], [-3.438, -0.804, 3.538], [-2.316, -0.900, 2.722], [-1.371, -2.063, 2.982], [-1.985, -3.394, 2.527], [-1.009, -2.172, 4.470], [-2.121, 0.058, 1.699], [-0.984, -0.007, 0.853], [-0.926, -0.938, -0.076], [0.307, -1.313, -0.733], [1.453, -0.686, -0.567], [2.643, -1.376, -0.898], [3.446, -1.074, -2.026], [4.583, -1.841, -2.268], [4.959, -2.892, -1.451], [4.185, -3.168, -0.341], [3.049, -2.425, -0.043], [2.301, -2.763, 1.234], [1.587, -4.112, 1.135], [3.244, -2.743, 2.442], [3.149, -0.012, -3.079], [3.026, 1.395, -2.518], [1.927, -0.364, -3.923], [0.003, -2.522, -1.557], [0.735, -3.367, -2.354], [0.066, -4.413, -3.046], [-1.284, -4.627, -2.944], [-2.065, -3.785, -2.108], [-3.464, -3.877, -1.868], [-4.060, -2.989, -1.011], [-3.342, -1.965, -0.338], [-1.993, -1.840, -0.563], [-1.388, -2.765, -1.450], [-4.136, 2.190, -1.562], [-5.080, 1.478, -0.243], [-3.847, 0.516, -1.073], [-2.065, 1.975, -0.102], [-4.488, 3.577, 0.838], [-3.111, 4.133, -0.111], [-2.902, 3.775, 1.597], [-4.898, 1.937, 2.251], [-5.215, 0.284, 4.056], [-3.583, -1.541, 4.319], [-0.457, -1.892, 2.416], [-2.923, -3.579, 3.059], [-1.304, -4.220, 2.746], [-2.196, -3.402, 1.457], [-1.845, -2.589, 5.041], [-0.752, -1.202, 4.886], [-0.152, -2.836, 4.599], [5.191, -1.600, -3.134], [5.851, -3.469, -1.665], [4.473, -3.977, 0.322], [1.551, -1.991, 1.404], [2.306, -4.918, 0.952], [0.857, -4.120, 0.323], [1.062, -4.332, 2.067], [3.949, -3.580, 2.413], [2.671, -2.813, 3.368], [3.808, -1.811, 2.473], [4.015, -0.015, -3.749], [2.172, 1.471, -1.850], [2.892, 2.115, -3.332], [3.931, 1.658, -1.972], [1.034, -0.331, -3.304], [2.012, -1.361, -4.362], [1.815, 0.361, -4.736], [1.805, -3.265, -2.453], [0.654, -5.068, -3.679], [-1.753, -5.440, -3.486], [-4.048, -4.652, -2.352], [-5.125, -3.074, -0.825], [-3.864, -1.318, 0.354], [-1.963, 0.023, -4.117], [-1.867, 1.379, -2.928], [-1.794, 2.702, -4.163], [-0.534, 1.364, -2.282], [-2.965, 0.036, -4.551], [-1.819, -0.901, -3.555], [-1.196, 0.126, -4.882], [-2.531, 2.533, -4.948], [-0.778, 2.705, -4.559], [-1.996, 3.642, -3.651], [0.386, 1.035, 3.994], [1.418, 0.694, 3.146], [1.532, -0.695, 3.281], [2.698, 1.228, 3.817], [2.665, 1.139, 5.170], [2.909, 2.510, 3.519], [3.772, 0.525, 3.418], [-0.379, 3.350, 2.253], [-0.092, 4.840, 2.903], [-0.807, 5.514, 1.599], [-1.537, 4.781, 3.638], [0.594, 4.159, 4.178], [0.167, 6.316, 3.516], [1.325, 4.890, 2.136]],
  "forces_ev_per_a": [[-0.206, -0.694, -0.074], [0.057, 0.032, 0.028], [-0.057, 0.053, 0.417], [0.235, 0.306, -0.073], [-0.034, 0.091, 0.083], [-0.031, 0.046, -0.010], [-0.051, -0.024, 0.022], [0.045, 0.040, -0.065], [-0.016, -0.078, 0.042], [0.090, 0.136, 0.026], [0.009, -0.010, 0.008], [0.022, 0.003, 0.012], [-0.004, -0.003, 0.020], [0.005, -0.015, 0.019], [-0.095, 0.026, 0.085], [-0.002, -0.025, 0.041], [0.053, -0.025, 0.006], [0.019, 0.050, -0.057], [-0.038, -0.026, -0.002], [-0.012, -0.023, -0.018], [-0.013, 0.057, 0.019], [0.046, 0.010, -0.014], [-0.007, -0.011, 0.008], [0.042, 0.016, -0.085], [0.060, 0.014, -0.118], [-0.179, -0.092, -0.162], [-0.048, 0.292, 0.116], [0.086, -0.109, 0.100], [0.089, -0.219, -0.173], [-0.302, 0.122, 0.038], [0.200, -0.143, -0.175], [-0.087, 0.043, -0.070], [0.003, -0.012, 0.023], [-0.055, 0.018, 0.040], [0.048, -0.044, -0.047], [0.004, 0.030, 0.083], [0.009, 0.029, 0.053], [-0.051, 0.031, -0.017], [0.003, -0.004, -0.059], [-0.139, 0.032, 0.079], [0.116, -0.161, -0.162], [-0.037, -0.124, -0.021], [0.085, 0.148, -0.154], [-0.004, 0.067, 0.014], [-0.012, -0.011, -0.005], [0.014, -0.043, -0.006], [0.028, 0.061, 0.023], [0.015, -0.001, 0.018], [-0.049, -0.010, -0.008], [0.000, 0.057, -0.016], [-0.082, -0.003, -0.024], [0.050, 0.064, -0.002], [-0.051, -0.026, 0.081], [-0.009, -0.010, 0.032], [-0.037, 0.044, -0.006], [-0.011, -0.037, -0.022], [0.016, 0.016, 0.007], [-0.030, -0.013, -0.019], [0.140, 0.084, 0.124], [0.007, 0.012, -0.002], [0.007, 0.009, 0.001], [0.012, 0.002, -0.009], [0.033, 0.044, 0.026], [-0.009, -0.006, -0.006], [0.005, 0.006, 0.016], [0.021, -0.045, 0.077], [0.033, 0.008, 0.010], [0.077, 0.087, 0.011], [-0.007, -0.015, -0.012], [-0.023, 0.012, 0.000], [-0.012, -0.007, -0.008], [-0.007, 0.008, 0.023], [0.057, -0.057, -0.040], [-0.003, -0.013, 0.005], [0.021, -0.036, 0.050], [0.005, -0.004, 0.023], [0.015, -0.018, -0.025], [0.011, -0.032, -0.017], [-0.014, -0.043, 0.026], [0.027, -0.041, 0.009], [-0.032, -0.084, -0.112], [-0.041, -0.011, -0.012], [-0.079, -0.060, -0.240], [-0.155, 0.035, 0.023], [0.010, -0.044, -0.014], [-0.038, 0.017, 0.029], [0.064, 0.021, -0.053], [0.020, 0.011, 0.019], [-0.009, 0.009, 0.005], [0.008, 0.004, -0.007], [0.004, 0.014, 0.013], [-0.017, -0.010, 0.004], [0.107, -0.017, 0.130], [0.106, 0.061, -0.206], [0.008, -0.048, 0.066], [0.057, -0.032, -0.104], [0.032, -0.011, -0.019], [0.006, 0.008, 0.004], [0.069, -0.022, -0.027], [-0.009, 0.032, 0.013], [-0.018, -0.016, -0.047], [0.047, -0.001, -0.013], [-0.045, -0.031, -0.054], [0.222, 0.184, 0.272], [-0.186, 0.026, 0.172], [-0.140, -0.061, 0.043], [0.031, -0.058, 0.042], [-0.006, 0.024, 0.002], [0.054, 0.051, -0.025], [-0.025, 0.205, 0.019], [-0.178, -0.117, -0.027], [-0.042, 0.003, -0.015], [-0.031, -0.024, -0.069], [0.026, -0.005, 0.051], [0.008, 0.027, -0.007], [0.069, 0.027, -0.020]],
  "s2": 0.7694,
  "fmax_ev_per_a": 0.73,
  "total_charge": -2,
  "de_lowest_kcal_mol": 20.89,
  "e_lumo_ev": [3.452, 3.451],
  "orbital_gap_ev": [4.783, 6.607],
  "total_energy_ha": -4179.0743,
  "spin_multiplicity": 2,
  "homo_energy_ev": [-1.3, -3.2]
}